No. 1
C3H7ClN2S | ωB97M-V with the def2-TZVPD basis set

F_max = 1.821 eV/Å
energy = -1086.379050 a.u.
gap between HOMO and LUMO = 9.554 eV
energy relative to the best compared isomer or geometry (same formula, charge and spin) = 0.2594 eV
SMILES = [H]/N=C(\CCCl)NS
E_LUMO = 0.6 eV

The geometry in ORCA input format:
```
! RIJCOSX wB97M-V def2-TZVPD def2/J DEFGRID3
* xyz 0 1
H -0.25293 -1.81846 1.24918
N 0.55541 -1.55741 0.67001
C 0.46231 -0.36133 0.24741
C -0.66447 0.64491 0.43265
C -1.71230 0.52186 -0.61732
Cl -2.45468 -1.11340 -0.71239
N 1.57411 0.22662 -0.44164
S 3.03685 -0.64935 -0.77715
H -1.18732 0.45855 1.37702
H -0.33663 1.68714 0.43148
H -1.34211 0.68186 -1.62917
H -2.50148 1.25535 -0.42404
H 1.61902 1.22077 -0.25508
H 3.20421 -1.19710 0.44905
*
```

No. 2
C3H7ClNO | ωB97M-V with the def2-TZVPD basis set

F_max = 3.663 eV/Å
energy = -708.406609 a.u.
gap between HOMO and LUMO = 12.406 eV
energy relative to the best compared isomer or geometry (same formula, charge and spin) = 0.0000 eV
SMILES = C[NH2+]CC(=O)Cl
E_LUMO = -3.8 eV

The geometry in ORCA input format:
```
! RIJCOSX wB97M-V def2-TZVPD def2/J DEFGRID3
* xyz 1 1
C 0.92452 -0.19644 0.36223
N -0.27209 -0.55162 -0.36344
C -1.38855 0.46898 -0.29822
C -2.70973 -0.34511 0.04596
O -2.52841 -1.51013 0.17071
Cl -4.20769 0.49446 0.04203
H 0.66356 0.18532 1.28522
H 1.66090 -0.93308 0.57183
H 1.46982 0.58637 -0.22910
H 0.13832 -0.81685 -1.20370
H -0.90948 -1.36480 0.02041
H -1.18982 1.36848 0.34008
H -1.61976 0.81173 -1.26434
*
```

No. 3
C3H7ClNO3P | ωB97M-V with the def2-TZVPD basis set

F_max = 3.456 eV/Å
energy = -1200.417838 a.u.
gap between HOMO and LUMO = 10.486 eV
energy relative to the best compared isomer or geometry (same formula, charge and spin) = 0.5130 eV
SMILES = CP(C)(=O)[C@@H](Cl)[N+](=O)[O-]
E_LUMO = -0.1 eV

The geometry in ORCA input format:
```
! RIJCOSX wB97M-V def2-TZVPD def2/J DEFGRID3
* xyz 0 1
C -0.54398 0.26494 1.65865
P 0.56942 0.01133 0.24521
C 1.51757 1.43388 -0.20191
O 1.33310 -1.17224 0.51479
C -0.64718 -0.35660 -1.17835
Cl 0.25234 -0.34919 -2.68991
N -1.00331 -1.74642 -0.89196
O -1.71780 -1.76064 0.06800
O -0.80266 -2.68414 -1.58444
H -1.58069 0.34098 1.27865
H -0.69264 -0.66244 2.39786
H -0.31508 1.04478 2.33204
H 2.46132 1.55031 0.36059
H 1.85426 1.47803 -1.26555
H 1.05786 2.40145 0.11615
H -1.74253 0.20595 -1.15980
*
```

No. 4
C3H7ClO | ωB97M-V with the def2-TZVPD basis set

F_max = 6.170 eV/Å
energy = -653.735343 a.u.
gap between HOMO and LUMO = 9.604 eV
energy relative to the best compared isomer or geometry (same formula, charge and spin) = 4.9865 eV
E_LUMO = -0.6 eV

The geometry in ORCA input format:
```
! RIJCOSX wB97M-V def2-TZVPD def2/J DEFGRID3
* xyz 0 1
C 0.97774 1.41093 0.04018
C 0.88113 -0.04474 -0.16486
C -0.27329 -0.39352 0.77468
H 0.12119 2.01990 -0.12825
H 1.20810 1.70478 1.02299
H 1.78940 1.85641 -0.57314
H 0.42718 -0.07275 -1.16225
H 1.40464 -2.09693 0.25658
H -0.49661 -1.47834 1.22083
H -0.62943 0.72268 1.67610
O 2.06135 -0.86854 -0.24216
Cl -1.75463 -0.09079 -0.25151
*
```

No. 5
C3H7ClO2S | ωB97M-V with the def2-TZVPD basis set

F_max = 3.706 eV/Å
energy = -1127.295200 a.u.
gap between HOMO and LUMO = 8.279 eV
energy relative to the best compared isomer or geometry (same formula, charge and spin) = 0.9150 eV
E_LUMO = -1.3 eV

The geometry in ORCA input format:
```
! RIJCOSX wB97M-V def2-TZVPD def2/J DEFGRID3
* xyz 0 1
C -1.70479 0.78141 0.28578
C 0.02303 1.57080 1.89198
C -0.62729 0.54239 0.97156
O 1.99813 -2.68824 -0.14366
O 2.38030 -0.58032 -1.37079
S 2.27348 -2.05199 -1.41349
Cl 0.33785 -2.09826 -3.26769
H -2.10171 1.74666 0.08712
H -2.10563 0.01755 -0.45555
H -0.73171 -1.85338 -3.91038
H -0.18822 1.23454 2.97016
H -0.40290 2.52267 1.68266
H 1.11564 1.34665 1.71367
H -0.26618 -0.49047 0.95863
*
```

No. 6
C3H7ClO2S | ωB97M-V with the def2-TZVPD basis set

F_max = 3.945 eV/Å
energy = -1127.319544 a.u.
gap between HOMO and LUMO = 10.749 eV
energy relative to the best compared isomer or geometry (same formula, charge and spin) = 0.2525 eV
E_LUMO = 0.5 eV

The geometry in ORCA input format:
```
! RIJCOSX wB97M-V def2-TZVPD def2/J DEFGRID3
* xyz 0 1
C 1.01110 -0.74529 -0.15591
C -1.19457 0.38860 0.27045
C 0.30612 0.54899 0.39562
O 0.67227 2.85140 1.97175
O 0.45249 0.43625 2.01829
S 0.44417 1.78526 2.84719
Cl -1.65118 1.68693 3.22043
H 0.28593 -1.42103 -0.64011
H 1.87013 -0.53290 -0.84938
H 1.48367 -1.32256 0.69717
H -1.42286 -0.04364 -0.75810
H -1.59873 1.45947 0.41165
H -1.63183 -0.27852 0.99880
H 0.61177 1.46005 -0.08111
*
```

No. 7
C3H7ClOS | ωB97M-V with the def2-TZVPD basis set

F_max = 6.186 eV/Å
energy = -1052.045325 a.u.
gap between HOMO and LUMO (spin up / spin down) = 8.304 / 8.302 eV
energy relative to the best compared isomer or geometry (same formula, charge and spin) = 2.1648 eV
E_LUMO (spin up / spin down) = -1.8 / -1.8 eV

The geometry in ORCA input format:
```
! RIJCOSX wB97M-V def2-TZVPD def2/J DEFGRID3
* xyz 0 1
C -1.12592 0.94699 -0.07354
C -0.33468 -1.33746 0.29313
C 0.03217 0.00213 -0.32222
O 1.85294 1.99837 -0.21032
S 1.54870 0.85670 0.52204
Cl 3.19484 -1.09505 -0.07601
H -0.67564 1.93448 -0.48049
H -2.00947 0.56819 -0.67846
H -1.35770 1.17151 0.97668
H 0.11259 -1.45846 1.26255
H -0.00999 -2.19654 -0.26712
H -1.32524 -1.25870 0.48570
H 0.09740 -0.13216 -1.43193
*
```

No. 8
C3H7F2P | ωB97M-V with the def2-TZVPD basis set

F_max = 5.299 eV/Å
energy = -659.515641 a.u.
gap between HOMO and LUMO = 8.370 eV
energy relative to the best compared isomer or geometry (same formula, charge and spin) = 1.8267 eV
E_LUMO = 0.0 eV

The geometry in ORCA input format:
```
! RIJCOSX wB97M-V def2-TZVPD def2/J DEFGRID3
* xyz 0 1
C -1.26647 0.31367 -0.90132
C 1.06300 0.50160 1.22816
C -0.71660 -1.08355 -0.63085
F -1.24263 -1.60662 0.51649
F 2.71727 0.32916 -0.62772
P 1.48384 -0.73430 -0.05008
H -0.93597 0.72282 -1.82001
H -2.40519 0.17049 -0.76678
H -0.93808 0.88679 -0.05807
H 0.32445 -0.00967 1.87487
H 0.69701 1.45632 0.65466
H 1.75194 0.83016 1.92985
H -0.53259 -1.77688 -1.34920
*
```

No. 9
C3H7FOP2 | ωB97M-V with the def2-TZVPD basis set

F_max = 3.546 eV/Å
energy = -976.166985 a.u.
gap between HOMO and LUMO (spin up / spin down) = 8.794 / 8.795 eV
energy relative to the best compared isomer or geometry (same formula, charge and spin) = 1.7079 eV
E_LUMO (spin up / spin down) = 0.2 / 0.2 eV

The geometry in ORCA input format:
```
! RIJCOSX wB97M-V def2-TZVPD def2/J DEFGRID3
* xyz 0 1
C -0.90132 1.12494 0.02485
C -2.05353 0.20619 0.23555
C 0.91873 -0.21707 -0.18938
O -0.70702 2.30556 0.00651
F 1.04356 -0.30761 -1.60078
P 0.44124 -1.81145 0.46981
P 2.18113 0.67662 0.66020
H -2.65093 0.52122 1.12690
H -1.57946 -0.74597 0.47800
H -2.74299 0.43739 -0.60135
H -0.63052 -2.16707 -0.50394
H 1.52766 -2.47930 0.00462
H 1.93407 1.88683 0.16024
H 3.21938 0.56972 -0.27122
*
```

No. 10
C3H7FOS | ωB97M-V with the def2-TZVPD basis set

F_max = 3.569 eV/Å
energy = -691.773827 a.u.
gap between HOMO and LUMO = 10.036 eV
energy relative to the best compared isomer or geometry (same formula, charge and spin) = 0.6773 eV
SMILES = CC(=O)F.CS
E_LUMO = 0.8 eV

The geometry in ORCA input format:
```
! RIJCOSX wB97M-V def2-TZVPD def2/J DEFGRID3
* xyz 0 1
C 2.62275 0.17802 0.75552
C 2.54084 0.48634 -0.69372
O 2.79772 1.32850 -1.45051
F 1.98789 -0.67736 -1.30171
H 2.80668 -0.87860 0.98940
H 1.66830 0.16471 1.16884
H 3.20040 0.98742 1.14789
C -2.63837 0.35200 -0.27516
S -1.05603 -0.22967 0.39973
H -3.45853 0.22374 0.47624
H -2.67696 1.36555 -0.59455
H -2.89488 -0.34342 -1.09323
H -0.39793 -0.94770 -0.68460
*
```

No. 11
C3H7FOS | ωB97M-V with the def2-TZVPD basis set

F_max = 3.850 eV/Å
energy = -691.723767 a.u.
gap between HOMO and LUMO = 10.017 eV
energy relative to the best compared isomer or geometry (same formula, charge and spin) = 2.0395 eV
SMILES = O=CCF.CS
E_LUMO = 0.6 eV

The geometry in ORCA input format:
```
! RIJCOSX wB97M-V def2-TZVPD def2/J DEFGRID3
* xyz 0 1
O 2.82892 0.76475 -1.93413
C 1.70557 0.77699 -1.46554
C 1.03678 1.98565 -0.68937
F 1.74332 3.16365 -0.80383
H 1.02646 -0.07943 -1.52678
H 1.20696 1.72243 0.37249
H -0.05729 2.21994 -1.09089
C -1.93382 -2.14711 1.49258
S -1.46479 -0.60675 0.70372
H -0.92747 -2.58847 1.56643
H -2.53429 -2.65908 0.85024
H -2.37871 -1.67735 2.39778
H -0.25164 -0.87520 0.12730
*
```

No. 12
C3H7FOS | ωB97M-V with the def2-TZVPD basis set

F_max = 4.295 eV/Å
energy = -691.431538 a.u.
gap between HOMO and LUMO (spin up / spin down) = 6.129 / 8.107 eV
energy relative to the best compared isomer or geometry (same formula, charge and spin) = 4.2512 eV
E_LUMO (spin up / spin down) = -0.1 / -2.0 eV

The geometry in ORCA input format:
```
! RIJCOSX wB97M-V def2-TZVPD def2/J DEFGRID3
* xyz 0 3
C 0.44055 0.91567 -0.78124
C 1.60560 1.79070 0.94054
C -1.19948 -1.51979 -1.03574
O -1.72725 0.47870 0.61298
F 1.46785 0.12217 -1.49082
S -0.52597 -0.25569 0.12142
H 1.96462 2.53954 0.29735
H 2.09898 0.83731 1.28477
H 0.58385 1.94924 1.45602
H -0.54673 -2.31784 -1.33148
H -1.89503 -2.16571 -0.43913
H -1.69760 -0.82130 -1.76898
H -0.32372 -1.32748 1.06461
*
```

No. 13
C3H7HgO3 | ωB97M-V with the def2-TZVPD basis set

F_max = 5.276 eV/Å
energy = -497.346048 a.u.
gap between HOMO and LUMO (spin up / spin down) = 9.715 / 7.131 eV
energy relative to the best compared isomer or geometry (same formula, charge and spin) = 2.4832 eV
E_LUMO (spin up / spin down) = 0.4 / -2.1 eV

The geometry in ORCA input format:
```
! RIJCOSX wB97M-V def2-TZVPD def2/J DEFGRID3
* xyz 0 2
O -0.44572 1.73822 0.02712
C -1.67136 1.17394 -0.29868
C -1.91979 -0.09994 0.50438
O -0.72776 -0.89719 0.46439
C -0.69020 -2.13743 -0.17932
H -1.74518 0.92786 -1.37848
H -2.51564 1.85695 -0.08223
H -2.76400 -0.68948 0.12140
H -2.04723 0.14849 1.56890
H -1.41539 -2.82340 0.27035
H -0.85108 -2.02115 -1.25595
Hg 0.84055 0.41896 0.37332
O 1.87844 -0.95798 -0.37673
H 0.85397 -2.01423 -0.50402
*
```

No. 14
C3H7I2N2O2P | ωB97M-V with the def2-TZVPD basis set

F_max = 4.086 eV/Å
energy = -1315.215612 a.u.
gap between HOMO and LUMO = 9.204 eV
energy relative to the best compared isomer or geometry (same formula, charge and spin) = 0.1645 eV
E_LUMO = -0.1 eV

The geometry in ORCA input format:
```
! RIJCOSX wB97M-V def2-TZVPD def2/J DEFGRID3
* xyz 0 1
C -2.04969 1.58850 -0.23404
C -2.05703 0.55209 0.85874
C 1.73491 -0.99345 0.25309
N -0.73503 0.03813 0.97623
N 2.66024 -0.69747 -0.79416
O -2.91765 2.46899 -0.46238
O -0.86300 1.49544 -0.78265
P 0.41742 0.29535 -0.18868
I -3.37583 -0.97754 -0.15745
I 0.67342 -2.94595 -0.16183
H -2.62406 0.77850 1.67832
H 2.26396 -1.07568 1.21947
H -0.54944 -0.74885 1.59753
H 3.69362 -0.91158 -0.82640
H 0.34626 -0.21112 -1.43127
H 2.30278 -0.18189 -1.59685
H 1.07913 1.52654 0.05233
*
```

No. 15
C3H7I2NO | ωB97M-V with the def2-TZVPD basis set

F_max = 3.459 eV/Å
energy = -843.753853 a.u.
gap between HOMO and LUMO = 9.063 eV
energy relative to the best compared isomer or geometry (same formula, charge and spin) = 3.8912 eV
E_LUMO = 0.4 eV

The geometry in ORCA input format:
```
! RIJCOSX wB97M-V def2-TZVPD def2/J DEFGRID3
* xyz 0 1
C -1.01118 1.38203 2.07742
C 1.94204 0.45861 -1.13332
C -1.75120 0.96306 1.13614
N 1.30973 -0.65350 0.73122
O 1.82655 -0.82612 -0.60759
I 2.18771 2.01014 0.40904
I -1.92990 2.14545 -0.62147
H 0.29408 -0.43370 0.63759
H -0.92054 0.78828 2.95808
H -0.46142 2.30137 2.13039
H 0.97495 0.75711 -1.54642
H 2.70002 0.45400 -1.93930
H -2.23399 0.01087 1.16114
H 1.55879 -1.58556 1.22821
*
```

No. 16
C3H7IN | ωB97M-V with the def2-TZVPD basis set

F_max = 6.812 eV/Å
energy = -470.622385 a.u.
gap between HOMO and LUMO = 8.452 eV
energy relative to the best compared isomer or geometry (same formula, charge and spin) = 2.2015 eV
SMILES = [NH3+]C/C=C/I
E_LUMO = -4.2 eV

The geometry in ORCA input format:
```
! RIJCOSX wB97M-V def2-TZVPD def2/J DEFGRID3
* xyz 1 1
N 1.52139 0.70051 0.25012
C 0.54712 -0.45036 -0.15786
C -0.75622 -0.03699 -0.67975
C -1.89471 -0.44138 0.27304
I -3.76936 0.18539 -0.10009
H 1.87792 1.17698 -0.57366
H 2.24499 0.32978 0.80327
H 0.94277 1.26550 0.81318
H 0.43802 -1.08348 0.71638
H 1.22677 -1.05677 -0.86478
H -0.83534 0.33311 -1.74013
H -1.54338 -0.92229 1.26029
*
```

No. 17
C3H7IN3 | ωB97M-V with the def2-TZVPD basis set

F_max = 3.781 eV/Å
energy = -580.062515 a.u.
gap between HOMO and LUMO = 9.122 eV
energy relative to the best compared isomer or geometry (same formula, charge and spin) = 3.9880 eV
SMILES = C[N@H+]1CN1/C=N/I
E_LUMO = -3.6 eV

The geometry in ORCA input format:
```
! RIJCOSX wB97M-V def2-TZVPD def2/J DEFGRID3
* xyz 1 1
C -1.01307 1.66691 0.10217
N -0.39752 0.44419 0.55506
C -1.05661 -0.82992 0.71474
N -0.05999 -0.62896 -0.29808
C 1.24675 -1.19762 -0.60683
N 2.19468 -0.42778 -1.03988
I 3.88270 -1.12451 -1.84599
H -1.85648 1.74128 0.84089
H -0.17502 2.41698 0.01221
H -1.28784 1.71516 -1.01786
H 0.31521 0.69895 1.18204
H -2.13924 -0.83280 0.37463
H -0.82604 -1.40275 1.62965
H 1.17247 -2.23913 -0.60275
*
```

No. 18
C3H7IN3 | ωB97M-V with the def2-TZVPD basis set

F_max = 3.849 eV/Å
energy = -580.112451 a.u.
gap between HOMO and LUMO = 9.695 eV
energy relative to the best compared isomer or geometry (same formula, charge and spin) = 2.6292 eV
SMILES = CN1[NH2+]CN=C1I
E_LUMO = -3.9 eV

The geometry in ORCA input format:
```
! RIJCOSX wB97M-V def2-TZVPD def2/J DEFGRID3
* xyz 1 1
C -1.15044 -0.58539 1.36244
N -0.55734 0.11479 0.19193
N 0.71837 0.75127 0.38196
C 1.48477 0.41792 -0.94759
N 0.41461 -0.05000 -1.84056
C -0.59397 -0.31633 -1.13002
I -2.36694 -0.80643 -1.97604
H -0.54699 -1.52279 1.53326
H -0.81173 -0.04529 2.17812
H -2.21143 -0.72153 1.21394
H 1.26728 0.28854 1.11267
H 0.32181 1.70976 0.30491
H 2.16546 -0.46733 -0.94284
H 1.86655 1.23281 -1.44219
*
```